Entry 1:
3 unconnected molecules or ions with the total composition C3H10NO2, computed with ωB97M-V/def2-TZVPD.

Element x y z (Å)
1 C -0.7566 1.7108 -0.4993
2 C -1.4085 0.7995 0.1917
3 C 1.0590 0.2724 -1.2499
4 N 0.5167 1.4120 -1.1038
5 H -1.1445 2.6723 -0.7987
6 H -0.9340 -0.1222 0.4947
7 H -2.3575 1.0334 0.6333
8 H 2.0101 0.2087 -1.7619
9 H 0.5836 -0.6325 -0.8975
10 H 0.9399 2.2094 -1.5645
11 H 0.7295 -0.7399 2.3335
12 H 2.0103 0.0485 2.0969
13 O 1.2331 -0.2965 1.6405
14 H -0.1707 -2.7354 0.5715
15 H -1.3503 -3.3455 -0.1595
16 O -0.9602 -2.4951 0.0729

Values from the calculation:
* total energy: -8850.4340 eV
* LUMO energy: -0.183 Ha
* highest occupied orbital energy: -14.718 eV
* total charge: +1

***

Entry 2:
A single C4H4O3 molecule, computed with ωB97M-V/def2-TZVPD.

Element x y z (Å)
1 C 0.3821 -0.0196 1.6535
2 C 0.6171 0.3920 0.2508
3 O 1.6918 0.3387 -0.3081
4 C -0.5225 0.6270 -0.7139
5 O -1.1746 1.6390 -0.7675
6 C -0.6239 -0.5080 -1.7361
7 O -0.5274 -1.6542 -1.3711
8 H -0.5447 0.2844 2.1434
9 H 1.2513 0.1864 2.2901
10 H 0.2492 -1.0738 1.3434
11 H -0.7983 -0.2118 -2.7845

Values from the calculation:
* total energy: -10353.6098 eV
* SMILES string: CC(=O)C(=O)C=O
* LUMO energy: -0.025 Ha
* highest occupied orbital energy: -9.833 eV

***

Entry 3:
A molecular structure, C25H32GeNO5SSn, computed with ωB97M-V/def2-TZVPD.

Element x y z (Å)
1 Sn -1.5353 0.2007 -1.2057
2 O 0.5786 3.7449 -0.4264
3 C 0.0894 2.5429 -0.4056
4 O 0.6399 1.5336 -0.8384
5 C -1.2923 2.4890 0.2179
6 O -1.6371 1.1540 0.5521
7 C -1.2156 0.7020 1.8539
8 C -0.1946 -0.3990 1.7361
9 O 0.5830 -0.7524 2.5485
10 O -0.3661 -0.9519 0.4836
11 H 1.4173 3.8484 -0.9028
12 H -1.3549 3.1628 1.0731
13 H -2.0203 2.8376 -0.5198
14 H -0.8235 1.5025 2.4792
15 H -2.0868 0.2702 2.3552
16 S -3.8154 -3.7115 0.3513
17 C -4.9452 -2.4196 0.0767
18 C -6.3329 -2.4100 0.1931
19 C -6.9930 -1.2317 -0.0876
20 C -6.3017 -0.0773 -0.4814
21 C -4.9298 -0.0883 -0.5893
22 C -4.2473 -1.2744 -0.3125
23 N -2.8701 -1.4551 -0.3868
24 C -2.5091 -2.6901 -0.0711
25 C -1.1232 -3.1684 -0.0521
26 C -0.8319 -4.5143 -0.2841
27 C 0.4731 -4.9757 -0.2519
28 C 1.5161 -4.1031 0.0208
29 C 1.2548 -2.7608 0.2652
30 C -0.0474 -2.3164 0.2194
31 H -6.8796 -3.2926 0.4962
32 H -8.0706 -1.1975 -0.0061
33 H -6.8632 0.8200 -0.7017
34 H -4.3760 0.8029 -0.8846
35 H -1.6408 -5.2023 -0.4952
36 H 0.6774 -6.0213 -0.4369
37 H 2.5337 -4.4669 0.0534
38 H 2.0568 -2.0786 0.5112
39 C 6.0069 1.1227 1.2348
40 C 6.1400 2.6358 1.2362
41 C 5.7238 3.2192 -0.1042
42 C 4.2144 3.0731 -0.3083
43 Ge 3.6583 1.1865 -0.1358
44 C 3.8991 -0.1721 -1.5550
45 C 5.2451 -0.9010 -1.5015
46 C 5.3856 -1.8414 -0.3069
47 C 6.7883 -2.4364 -0.2211
48 H 6.2498 0.6854 2.2019
49 H 6.6301 0.6604 0.4689
50 H 4.9401 0.8016 1.0386
51 H 7.1811 2.8984 1.4304
52 H 5.5463 3.0731 2.0425
53 H 6.2635 2.7160 -0.9101
54 H 5.9720 4.2796 -0.1624
55 H 3.9444 3.4115 -1.3133
56 H 3.6678 3.6538 0.4377
57 H 2.7496 0.8528 1.0760
58 H 3.8082 0.3862 -2.4904
59 H 3.0614 -0.8689 -1.4806
60 H 6.0629 -0.1755 -1.4964
61 H 5.3501 -1.4728 -2.4260
62 H 4.6524 -2.6488 -0.3935
63 H 5.1622 -1.2935 0.6200
64 H 6.9808 -3.0864 -1.0745
65 H 6.9093 -3.0280 0.6849
66 H 7.5504 -1.6561 -0.2153

Values from the calculation:
* total energy: -111327.7941 eV
* LUMO energy: -0.349 Ha
* highest occupied orbital energy: -16.669 eV
* total charge: +3

***

Entry 4:
2 unconnected molecules or ions with the total composition H5N2P, computed with ωB97M-V/def2-TZVPD.

Element x y z (Å)
1 N -1.1531 -0.5390 0.4282
2 N 1.2028 0.0486 0.4393
3 P -0.2089 0.8513 0.8774
4 H -2.0962 -0.1748 0.7025
5 H -0.7616 -1.4042 0.7590
6 H 1.9851 0.7204 0.1952
7 H 1.0010 -0.8306 -0.1223
8 H -1.1222 2.1925 -0.5978

Values from the calculation:
* total energy: -12347.6350 eV
* LUMO energy: 0.022 Ha
* highest occupied orbital energy: -7.706 eV

***

Entry 5:
7 unconnected molecules or ions with the total composition C39H85N4O8, computed with ωB97M-V/def2-TZVPD.

Element x y z (Å)
1 C -0.8359 -14.3181 21.1996
2 O -1.6190 -14.7033 20.1207
3 C -1.4262 -13.9496 18.9254
4 C -2.5990 -14.1657 17.9680
5 N -3.8395 -13.3957 18.4498
6 H -4.2530 -13.8112 19.2723
7 H -3.5804 -12.4772 18.7804
8 C -5.0135 -13.1444 17.4254
9 C -6.2055 -12.6919 18.2648
10 O -6.4279 -13.6668 19.2269
11 C -7.5794 -13.5245 20.0832
12 H -1.2537 -14.9135 22.0114
13 H -0.8628 -13.2397 21.3557
14 H 0.2212 -14.5787 21.1462
15 H -0.5158 -14.3281 18.4606
16 H -1.2633 -12.8741 18.9965
17 H -2.7891 -15.2300 17.8293
18 H -2.3593 -13.7708 16.9807
19 H -5.1419 -14.0530 16.8373
20 H -4.6829 -12.3508 16.7554
21 H -7.0387 -12.6551 17.5630
22 H -6.2071 -11.6577 18.6090
23 H -8.4267 -14.0489 19.6414
24 H -7.7714 -12.5192 20.4581
25 H -7.3437 -14.2082 20.8988
26 C -4.5649 -12.8806 22.4266
27 C -4.4047 -11.6436 23.2650
28 C -2.9628 -11.4488 23.7141
29 N -2.6462 -10.1220 24.5001
30 C -2.9723 -8.8412 23.6704
31 C -2.0864 -8.6520 22.4378
32 C -0.6774 -8.5698 22.8319
33 C -0.1757 -9.8278 23.6777
34 C -1.1339 -10.1481 24.9009
35 C -3.4113 -9.8986 25.8384
36 H -3.6980 -13.0742 21.7949
37 H -5.4120 -12.8368 21.7420
38 H -4.5848 -13.7215 23.1198
39 H -5.2100 -11.6834 23.9984
40 H -4.7243 -10.8901 22.5452
41 H -2.3369 -11.3510 22.8271
42 H -2.6540 -12.2451 24.3913
43 H -4.0127 -8.8863 23.3485
44 H -2.8632 -7.9417 24.2763
45 H -2.2536 -9.5336 21.8190
46 H -2.3993 -7.7504 21.9110
47 H -0.0938 -8.3807 21.9310
48 H -0.6023 -7.5680 23.2547
49 H -0.0326 -10.7209 23.0694
50 H 0.8218 -9.5040 23.9746
51 H -1.0251 -11.1365 25.3475
52 H -1.0191 -9.3934 25.6789
53 H -3.3177 -10.8681 26.3278
54 H -4.4457 -9.6393 25.6127
55 H -2.9174 -9.1323 26.4357
56 C -10.7014 -8.7478 13.5524
57 C -10.2348 -8.1245 14.8570
58 C -8.7371 -8.0244 14.8453
59 N -7.9741 -7.7917 16.2427
60 C -6.4752 -7.9200 15.8489
61 C -5.4970 -7.8142 16.9771
62 C -5.8122 -8.7934 18.0688
63 C -7.3127 -8.7929 18.4889
64 C -8.3294 -8.8214 17.3298
65 C -8.1480 -6.3212 16.7228
66 H -10.6476 -8.0378 12.7271
67 H -11.7241 -9.1247 13.5491
68 H -10.0858 -9.6215 13.3388
69 H -10.5133 -8.7448 15.7089
70 H -10.6425 -7.1424 15.0965
71 H -8.3554 -7.2133 14.2252
72 H -8.4754 -9.0536 14.5994
73 H -6.3040 -8.9084 15.4223
74 H -6.3109 -7.2242 15.0262
75 H -4.5087 -8.0689 16.5943
76 H -5.4822 -6.7678 17.2819
77 H -5.4514 -9.7643 17.7291
78 H -5.1789 -8.6404 18.9426
79 H -7.4686 -9.7211 19.0386
80 H -7.7265 -7.9826 19.0891
81 H -8.1444 -9.8068 16.9021
82 H -9.3733 -8.6585 17.5979
83 H -9.2151 -6.2612 16.9368
84 H -7.8557 -5.6808 15.8906
85 H -7.5513 -6.0770 17.6017
86 C 1.3255 -7.9077 17.9154
87 C 1.7520 -8.9970 16.8935
88 C 0.5137 -9.6615 16.3808
89 N 0.7718 -10.8354 15.3518
90 C -0.5456 -11.4174 14.8065
91 C -0.3327 -12.3081 13.5442
92 C 0.2963 -11.5412 12.4217
93 C 1.7327 -11.1018 12.9286
94 C 1.5471 -10.1610 14.1880
95 C 1.6255 -11.9125 16.0119
96 H 0.6978 -8.2100 18.7537
97 H 0.8604 -7.0132 17.5012
98 H 2.2053 -7.5397 18.4434
99 H 2.2532 -9.7534 17.4975
100 H 2.3552 -8.4474 16.1710
101 H -0.2200 -9.0028 15.9162
102 H 0.0445 -10.1915 17.2096
103 H -1.2232 -10.5923 14.5872
104 H -0.9695 -12.0164 15.6124
105 H -1.2883 -12.6283 13.1289
106 H 0.2881 -13.1800 13.7502
107 H -0.2625 -10.6378 12.1776
108 H 0.2810 -12.1234 11.5002
109 H 2.2592 -10.6229 12.1029
110 H 2.3320 -11.9703 13.2017
111 H 1.2254 -9.1980 13.7913
112 H 2.5231 -9.9371 14.6184
113 H 2.6272 -11.5630 16.2621
114 H 1.7869 -12.7175 15.2949
115 H 1.0773 -12.1709 16.9179
116 C -2.4272 -7.5893 15.0122
117 C -1.3013 -7.6087 13.9376
118 O -0.2034 -6.9783 14.1473
119 O -1.5107 -8.3450 12.9325
120 H -2.4680 -8.5530 15.5199
121 H -3.3254 -7.4628 14.4078
122 H -2.2603 -6.9249 15.8601
123 C -2.2081 -8.6533 18.7014
124 C -2.7439 -10.1048 18.4933
125 O -3.2385 -10.7135 19.4882
126 O -2.5298 -10.6563 17.3586
127 H -1.7843 -8.3316 17.7501
128 H -1.4257 -8.5861 19.4573
129 H -2.9534 -7.8847 18.9064
130 C -1.4879 -4.8068 18.0136
131 C -2.7944 -4.1330 18.2964
132 O -2.7762 -3.3728 19.2420
133 O -3.6780 -4.3097 17.4476
134 H -1.5523 -5.8012 18.4552
135 H -0.6570 -4.2646 18.4651
136 H -1.3755 -4.8582 16.9307

Values from the calculation:
* total energy: -64149.6977 eV
* LUMO energy: -0.084 Ha
* highest occupied orbital energy: -7.158 eV
* total charge: +1

***

The energy relative to the best compared isomer or geometry (same formula, charge and spin) results, record by record, are as follows: 1.9067 1.6024 3.6893 2.2041 7.8806 eV.
The strongest force on any atom results, record by record, are as follows: 0.0180 0.0218 0.0799 0.0609 0.0610 Eh/bohr.